Entry 1:
The following is a DFT calculation (the ωB97M-V functional and the def2-TZVPD basis) of 5 unconnected molecules or ions with the total composition C50H100BFI2N7O8.

Last column: Mulliken charge in e.
Element x y z (Å)
C (-3.43, 5.48, -2.35)  -0.095
O (-4.38, 5.97, -1.34)  -0.371
C (-5.65, 6.39, -1.93)  -0.458
C (-6.88, 5.29, -1.70)  -0.627
C (-6.46, 3.83, -2.38)  0.082
C (-6.36, 3.87, -4.02)  -0.591
C (-5.56, 2.57, -4.68)  -0.639
N (-4.26, 2.45, -3.92)  1.093
F (-3.38, 3.26, -4.61)  -0.284
C (-3.63, 1.07, -4.01)  -1.225
N (-3.27, 0.54, -5.26)  0.396
C (-2.60, -0.84, -5.22)  -0.186
I (-0.42, -0.79, -4.75)  -0.030
C (-3.29, -2.13, -5.49)  0.026
C (-2.60, -3.62, -5.44)  -0.757
I (-5.45, -2.10, -6.03)  -0.021
N (-3.40, 0.27, -2.72)  0.469
C (-4.62, 0.28, -1.83)  -0.176
C (-5.95, -0.44, -2.46)  0.015
C (-6.12, -2.03, -2.10)  -0.534
O (-4.94, -2.67, -1.51)  -0.399
B (-2.37, 1.12, -1.96)  0.769
O (-2.28, 1.24, -0.49)  -0.308
O (-1.38, 1.92, -2.75)  -0.451
C (-0.11, 1.90, -1.98)  -0.377
H (-2.42, 6.10, -2.32)  0.310
H (-3.19, 4.34, -2.09)  -0.134
H (-3.82, 5.50, -3.45)  0.090
H (-5.61, 6.67, -3.06)  0.275
H (-5.97, 7.39, -1.35)  0.316
H (-6.90, 5.10, -0.52)  0.302
H (-7.92, 5.68, -2.07)  0.341
H (-7.29, 3.01, -2.12)  0.274
H (-5.48, 3.50, -1.83)  -0.232
H (-7.46, 3.96, -4.43)  0.381
H (-5.78, 4.88, -4.29)  0.161
H (-5.28, 2.92, -5.78)  0.413
H (-6.21, 1.59, -4.70)  0.194
H (-3.40, 1.08, -6.16)  0.298
H (-3.19, -4.23, -4.59)  0.349
H (-2.76, -4.22, -6.43)  0.359
H (-1.48, -3.65, -5.12)  0.033
H (-4.43, -0.22, -0.78)  0.438
H (-4.94, 1.40, -1.59)  -0.094
H (-6.89, 0.11, -1.97)  0.298
H (-6.07, -0.29, -3.62)  -0.325
H (-7.00, -2.14, -1.30)  0.362
H (-6.47, -2.70, -3.03)  0.149
H (-5.33, -3.38, -0.88)  0.301
H (-2.87, 2.02, -0.18)  0.331
H (-0.12, 2.62, -1.05)  0.242
H (0.11, 0.77, -1.66)  -0.026
H (0.74, 2.19, -2.76)  0.254
C (1.12, -6.37, -0.35)  -1.770
C (1.35, -5.27, -1.43)  1.978
C (2.70, -4.55, -1.17)  -1.470
C (2.66, -3.59, 0.02)  -0.568
C (1.50, -2.61, -0.11)  -0.500
C (0.13, -3.32, -0.34)  2.129
N (0.18, -4.33, -1.45)  0.218
O (0.22, -3.62, -2.66)  -0.344
C (-0.33, -3.99, 0.98)  -1.936
C (-0.96, -2.22, -0.58)  -2.042
C (1.49, -6.09, -2.76)  -1.948
H (1.44, -7.36, -0.69)  0.498
H (1.67, -6.18, 0.58)  0.325
H (0.06, -6.48, -0.10)  0.331
H (3.00, -3.97, -2.06)  0.370
H (3.50, -5.28, -1.00)  0.388
H (2.58, -4.15, 0.96)  0.296
H (3.60, -3.03, 0.08)  0.458
H (1.45, -1.99, 0.80)  -0.241
H (1.71, -1.92, -0.94)  0.401
H (-1.25, -4.56, 0.83)  0.390
H (-0.54, -3.24, 1.75)  0.384
H (0.42, -4.66, 1.41)  0.396
H (-0.72, -1.57, -1.43)  -0.008
H (-1.06, -1.57, 0.29)  0.417
H (-1.94, -2.68, -0.77)  0.547
H (0.57, -6.63, -2.99)  0.449
H (2.30, -6.83, -2.68)  0.507
H (1.75, -5.46, -3.62)  0.282
C (3.69, 1.56, 2.80)  -1.837
C (2.85, 0.51, 3.59)  1.947
C (1.41, 0.45, 3.01)  -0.914
C (0.54, 1.65, 3.39)  -0.650
C (0.55, 1.88, 4.90)  -1.349
C (1.98, 1.98, 5.49)  1.819
N (2.87, 0.85, 5.05)  0.288
O (2.47, -0.30, 5.76)  -0.506
C (2.61, 3.34, 5.08)  -1.838
C (1.87, 2.09, 7.04)  -1.808
C (3.56, -0.84, 3.27)  -1.801
H (4.29, 1.10, 2.01)  0.502
H (3.07, 2.32, 2.31)  0.312
H (4.41, 2.08, 3.45)  0.333
H (0.90, -0.46, 3.37)  0.275
H (1.44, 0.36, 1.92)  0.265
H (0.89, 2.55, 2.87)  0.317
H (-0.48, 1.48, 3.05)  0.365
H (-0.01, 2.79, 5.12)  0.398
H (0.00, 1.06, 5.38)  0.380
H (3.65, 3.41, 5.42)  0.336
H (2.07, 4.18, 5.54)  0.440
H (2.59, 3.53, 4.01)  0.382
H (1.33, 1.24, 7.49)  0.424
H (1.32, 2.99, 7.34)  0.421
H (2.86, 2.14, 7.51)  0.288
H (4.59, -0.85, 3.65)  0.456
H (3.61, -1.01, 2.19)  0.370
H (3.03, -1.71, 3.69)  0.363
C (3.88, 0.73, 12.34)  -1.850
C (4.12, 1.82, 11.26)  2.105
C (5.47, 2.55, 11.52)  -1.289
C (5.42, 3.51, 12.71)  -0.483
C (4.26, 4.49, 12.58)  -1.176
C (2.89, 3.78, 12.35)  1.548
N (2.95, 2.77, 11.24)  0.227
O (2.99, 3.47, 10.02)  -0.478
C (2.43, 3.10, 13.67)  -1.666
C (1.80, 4.87, 12.10)  -1.817
C (4.26, 1.01, 9.93)  -1.972
H (4.20, -0.27, 12.00)  0.471
H (4.43, 0.92, 13.26)  0.342
H (2.82, 0.62, 12.59)  0.347
H (5.76, 3.12, 10.63)  0.375
H (6.26, 1.81, 11.69)  0.332
H (5.34, 2.95, 13.65)  0.291
H (6.36, 4.07, 12.76)  0.381
H (4.21, 5.11, 13.48)  0.376
H (4.47, 5.17, 11.75)  0.370
H (1.51, 2.53, 13.51)  0.373
H (2.22, 3.85, 14.44)  0.426
H (3.18, 2.44, 14.10)  0.316
H (2.04, 5.53, 11.26)  0.347
H (1.70, 5.53, 12.98)  0.413
H (0.82, 4.42, 11.92)  0.436
H (3.33, 0.47, 9.70)  0.481
H (5.06, 0.27, 10.01)  0.534
H (4.51, 1.64, 9.07)  0.273
C (-0.33, -1.94, -8.62)  -1.187
C (0.83, -2.95, -8.85)  2.129
C (2.17, -2.18, -9.08)  -1.312
C (2.26, -1.53, -10.46)  -0.485
C (1.97, -2.54, -11.57)  -1.218
C (0.63, -3.30, -11.37)  1.496
N (0.49, -3.87, -9.99)  0.208
O (1.33, -4.99, -9.90)  -0.486
C (-0.55, -2.34, -11.68)  -1.636
C (0.50, -4.39, -12.48)  -1.704
C (0.94, -3.70, -7.48)  -1.739
H (-0.53, -1.76, -7.56)  -0.203
H (-0.12, -0.95, -9.06)  0.276
H (-1.27, -2.30, -9.04)  0.369
H (3.02, -2.87, -8.98)  0.445
H (2.30, -1.41, -8.32)  0.295
H (1.57, -0.68, -10.53)  0.274
H (3.26, -1.11, -10.60)  0.395
H (1.98, -2.02, -12.54)  0.383
H (2.81, -3.26, -11.61)  0.367
H (-1.51, -2.82, -11.47)  0.359
H (-0.56, -2.05, -12.73)  0.442
H (-0.51, -1.40, -11.12)  0.299
H (1.34, -5.10, -12.48)  0.358
H (0.49, -3.94, -13.48)  0.402
H (-0.43, -4.96, -12.37)  0.431
H (0.02, -4.25, -7.26)  0.314
H (1.11, -2.99, -6.66)  0.366
H (1.78, -4.40, -7.44)  0.432

The spin multiplicity is 5. The total charge is +1. Its energy is -3669.5702 Ha. As for the expectation value of S²: 6.019.

***

Entry 2:
The following is a DFT calculation (the ωB97M-V functional and the def2-TZVPD basis) of 13 unconnected molecules or ions with the total composition C50H102O17S.

Last column: Mulliken charge in e.
Element x y z (Å)
C (0.24, -5.17, 3.26)  -0.489
C (-0.60, -3.87, 3.26)  0.371
C (-1.68, -4.12, 2.13)  0.496
O (-1.67, -5.59, 1.90)  -0.512
C (-0.71, -6.26, 2.78)  -0.525
H (0.65, -5.38, 4.25)  0.495
H (1.08, -4.98, 2.60)  -0.130
H (0.01, -2.98, 3.09)  -0.564
H (-1.26, -3.70, 4.11)  0.446
H (-1.36, -3.48, 1.30)  -0.276
H (-2.60, -3.69, 2.53)  0.096
H (-0.08, -6.98, 2.27)  0.356
H (-1.20, -6.68, 3.66)  0.331
C (-3.68, 4.33, 2.51)  -0.968
C (-4.11, 3.11, 1.67)  0.736
C (-3.71, 3.54, 0.26)  -0.222
O (-2.46, 4.15, 0.52)  -0.114
C (-2.44, 4.84, 1.76)  -0.469
H (-3.48, 4.04, 3.54)  0.142
H (-4.49, 5.05, 2.42)  0.419
H (-5.19, 2.95, 1.76)  0.473
H (-3.58, 2.22, 2.02)  -0.781
H (-4.48, 4.22, -0.11)  0.341
H (-3.49, 2.72, -0.42)  -0.302
H (-2.54, 5.91, 1.60)  0.318
H (-1.49, 4.67, 2.28)  0.390
C (-2.50, 0.82, 4.21)  0.880
C (-3.16, 1.73, 5.24)  -0.927
C (-4.69, 1.45, 5.09)  -0.326
O (-4.68, 0.06, 4.67)  -0.547
C (-3.61, -0.19, 3.75)  0.256
H (-1.72, 0.27, 4.74)  -0.575
H (-1.97, 1.42, 3.47)  0.156
H (-2.88, 2.75, 4.96)  0.312
H (-2.76, 1.51, 6.23)  0.395
H (-5.22, 2.11, 4.40)  0.076
H (-5.28, 1.60, 5.99)  0.401
H (-3.90, -0.01, 2.71)  -0.205
H (-3.42, -1.26, 3.84)  0.118
C (1.17, -1.15, 5.57)  -0.412
C (1.90, -1.00, 4.27)  -0.082
C (1.17, 0.12, 3.61)  1.754
O (0.82, 0.95, 4.75)  -0.492
C (0.90, 0.24, 6.05)  -0.642
H (1.83, -1.75, 6.20)  0.498
H (0.22, -1.68, 5.45)  -0.034
H (1.88, -1.91, 3.67)  -0.013
H (2.95, -0.71, 4.34)  0.260
H (0.22, -0.16, 3.16)  -1.021
H (1.81, 0.55, 2.84)  -0.418
H (-0.05, 0.24, 6.57)  0.266
H (1.74, 0.56, 6.67)  0.381
C (4.20, 2.53, 3.35)  0.124
C (3.51, 2.98, 2.03)  0.137
C (4.32, 2.34, 0.96)  0.173
O (5.46, 1.76, 1.58)  -0.502
C (5.65, 2.33, 2.89)  -0.671
H (3.76, 1.58, 3.65)  -0.469
H (4.19, 3.22, 4.19)  0.509
H (3.53, 4.02, 1.72)  0.307
H (2.46, 2.68, 1.98)  -0.414
H (4.70, 3.04, 0.23)  0.497
H (3.73, 1.58, 0.45)  -0.356
H (6.18, 3.29, 2.88)  0.343
H (6.20, 1.67, 3.57)  0.422
C (1.23, -6.00, -2.17)  -0.626
C (-0.18, -6.28, -2.58)  -0.343
C (-1.02, -5.76, -1.44)  -0.335
O (-0.33, -4.56, -1.05)  0.026
C (1.09, -4.81, -1.17)  0.488
H (1.87, -5.69, -2.99)  0.313
H (1.74, -6.79, -1.61)  0.381
H (-0.28, -7.36, -2.70)  0.443
H (-0.45, -5.77, -3.51)  0.073
H (-1.03, -6.44, -0.59)  0.316
H (-2.10, -5.73, -1.60)  0.395
H (1.42, -5.12, -0.18)  0.245
H (1.68, -3.93, -1.44)  -0.403
C (5.59, -1.78, 0.57)  -0.555
C (5.03, -3.19, 0.32)  -0.332
C (3.98, -3.39, 1.35)  0.802
O (4.53, -2.69, 2.47)  -0.568
C (5.23, -1.45, 2.00)  0.336
H (5.18, -1.03, -0.10)  0.003
H (6.67, -1.78, 0.40)  0.384
H (5.77, -4.00, 0.30)  0.386
H (4.59, -3.23, -0.67)  0.035
H (3.83, -4.42, 1.64)  0.412
H (3.10, -2.85, 1.00)  -0.831
H (6.08, -1.26, 2.64)  0.408
H (4.55, -0.59, 1.97)  -0.491
C (-1.22, 0.82, 0.10)  1.711
C (-0.76, -0.63, 0.14)  0.860
C (0.59, -0.71, -0.47)  1.386
O (1.17, 0.60, -0.27)  -0.247
C (0.12, 1.57, 0.10)  -0.222
H (-1.83, 1.20, 0.92)  -1.315
H (-1.83, 0.92, -0.80)  -0.231
H (-1.49, -1.31, -0.31)  0.016
H (-0.75, -0.97, 1.18)  -0.599
H (0.45, -0.91, -1.53)  -1.016
H (1.28, -1.45, -0.06)  -0.676
H (0.03, 2.34, -0.67)  -0.116
H (0.37, 2.03, 1.05)  0.043
C (2.35, 6.57, -1.95)  -0.671
C (1.33, 5.44, -1.58)  0.275
C (1.20, 5.49, -0.11)  1.216
O (2.19, 6.40, 0.30)  -0.526
C (2.51, 7.44, -0.67)  -0.419
H (2.01, 7.14, -2.81)  0.361
H (3.26, 6.07, -2.30)  0.289
H (1.67, 4.45, -1.89)  -0.110
H (0.39, 5.58, -2.11)  -0.088
H (1.40, 4.52, 0.33)  -0.727
H (0.16, 5.68, 0.18)  -0.048
H (3.50, 7.84, -0.47)  0.268
H (1.90, 8.33, -0.53)  0.257
C (-1.39, -2.58, -3.74)  1.009
C (-0.89, -2.82, -5.14)  -0.333
C (-1.61, -1.77, -6.03)  -0.809
O (-1.65, -0.63, -5.13)  -0.330
C (-1.87, -1.10, -3.79)  0.163
H (-0.58, -2.64, -3.01)  -0.809
H (-2.18, -3.26, -3.43)  0.411
H (-0.95, -3.85, -5.51)  0.645
H (0.16, -2.54, -5.23)  -0.277
H (-2.60, -2.04, -6.38)  0.261
H (-0.99, -1.53, -6.89)  0.428
H (-2.91, -0.94, -3.48)  0.333
H (-1.24, -0.55, -3.10)  -0.764
C (2.63, -1.87, -4.03)  -0.711
C (3.30, -1.37, -2.82)  0.760
C (3.16, 0.19, -3.11)  -0.658
O (2.60, 0.34, -4.41)  -0.570
C (1.72, -0.76, -4.55)  -0.017
H (2.15, -2.84, -3.87)  0.042
H (3.37, -2.04, -4.81)  0.435
H (4.33, -1.73, -2.73)  0.536
H (2.87, -1.66, -1.87)  -0.723
H (4.18, 0.59, -3.16)  0.504
H (2.59, 0.77, -2.39)  0.144
H (1.39, -0.87, -5.58)  0.689
H (0.89, -0.62, -3.85)  -0.260
O (-0.68, 4.05, -7.32)  -0.623
S (0.26, 3.88, -6.18)  1.122
O (1.59, 4.56, -6.27)  -0.611
O (-0.50, 4.17, -4.73)  -0.262
C (-1.87, 3.77, -4.54)  -0.611
C (-2.05, 3.42, -3.03)  -0.456
C (0.55, 2.08, -5.99)  -0.727
H (-2.04, 2.94, -5.22)  0.460
H (-2.41, 4.68, -4.79)  0.295
H (-1.50, 2.52, -2.74)  -0.123
H (-3.12, 3.31, -2.83)  0.447
H (-1.79, 4.28, -2.42)  0.243
H (0.94, 2.00, -4.97)  0.037
H (1.32, 1.77, -6.70)  0.538
H (-0.39, 1.54, -6.11)  0.204
C (-4.60, -3.35, -0.30)  -0.697
O (-4.14, -2.21, -0.95)  0.026
C (-4.89, -1.02, -0.81)  0.761
O (-4.52, 0.06, -1.27)  -0.536
O (-6.01, -1.12, -0.09)  -0.364
C (-6.92, -0.02, 0.04)  -0.551
H (-3.95, -4.22, -0.43)  0.041
H (-5.58, -3.56, -0.73)  0.401
H (-4.75, -3.23, 0.78)  0.320
H (-7.10, 0.47, -0.92)  0.326
H (-6.57, 0.76, 0.71)  0.112
H (-7.89, -0.39, 0.36)  0.279

The spin multiplicity is 2. Its energy relative to the best compared isomer or geometry (same formula, charge and spin) is 0.0 kcal per mole. The total charge is +1. As for the expectation value of S²: 0.755.

***

Question: expectation value of S² of number 1 (C50H100BFI2N7O8)?
Answer: 6.019